Entry 1:
# C5H10O2

C5H10O2 in the gas phase (ωB97M-V/def2-TZVPD, OMol25).

XYZ file:
```
17
C5H10O2 ωB97M-V/def2-TZVPD
H 0.426 1.175 1.935
C 1.295 -1.005 0.207
H -1.913 0.483 0.444
C -0.112 -0.161 -0.611
H -0.294 1.465 -2.029
H -0.033 2.006 -0.367
H 1.304 1.331 -1.328
C -1.579 -0.310 -0.229
H -2.208 -0.233 -1.123
O 1.734 -0.227 1.220
H -1.771 -1.283 0.230
H 0.827 -1.947 0.514
H 0.024 -0.831 -1.468
C 0.238 1.239 -1.099
H 2.029 -1.084 -0.602
O -0.308 -0.709 2.459
C 0.339 0.090 1.847
```

Results
multiplicity	1
E_LUMO	0.489	eV
HOMO	-9.250	eV
net charge	0
SMILES string	CC(C)COC=O

natural (NBO) population analysis, charges in e, atoms 1 to 4: number 1, H, carries 0.16; number 2, C, carries -0.03; number 3, H, carries 0.20; number 4, C, carries -0.28

Entry 2:
# C3H4N4O

C3H4N4O in the gas phase (ωB97M-V/def2-TZVPD, OMol25).

XYZ file:
```
12
C3H4N4O ωB97M-V/def2-TZVPD
N -2.419 0.945 -0.214
O 0.518 -0.786 -0.351
N -1.194 0.936 -0.096
N -2.805 -0.353 -0.055
N -1.779 -1.241 0.127
H 1.262 1.313 0.459
C -0.769 -0.404 0.129
H 3.220 -0.975 -0.269
C 1.545 0.155 -0.060
C 2.797 -0.010 -0.096
H -3.711 -0.577 -0.150
H 3.336 0.996 0.576
```

Results
multiplicity	1
E_LUMO	0.752	eV
HOMO	-9.671	eV
net charge	0
SMILES string	C=COc1nn[nH]n1

natural (NBO) population analysis, charges in e, atoms 1 to 4: number 1, N, carries 0.01; number 2, O, carries -0.48; number 3, N, carries -0.27; number 4, N, carries -0.21

Entry 3:
# C18H29N6O2

3 unconnected molecules or ions with the total composition C18H29N6O2 (ωB97M-V/def2-TZVPD, OMol25).

XYZ file:
```
55
C18H29N6O2 ωB97M-V/def2-TZVPD
O 3.756 -0.691 -3.119
H -2.820 1.082 4.926
H 2.764 1.613 -3.231
H 5.862 0.918 -1.112
H -3.992 3.249 5.304
N -0.317 1.048 -2.136
H 1.802 -1.071 -2.908
H 5.309 -0.669 -0.611
H -3.618 3.759 3.658
C -2.681 -2.931 2.931
C -0.272 0.732 -0.708
N 0.732 -1.406 3.458
C 2.109 1.465 -5.621
C -0.526 -0.792 -0.531
H -1.740 2.442 4.695
C 2.110 1.051 -2.582
H 4.301 1.340 -6.097
C -2.614 1.937 4.281
H -3.547 -2.918 2.271
C 3.275 1.373 -5.821
H 0.689 0.941 -0.257
N -4.151 -0.017 1.829
H -0.717 -1.234 -1.501
C 0.270 -2.452 3.359
C -3.803 2.891 4.293
C 0.143 1.420 -4.214
H -2.055 2.298 2.222
C -0.297 -3.788 3.176
C 4.910 -0.127 -2.641
H 4.174 0.670 -0.726
N 0.725 1.177 -3.017
H -1.267 -3.242 1.338
H -1.345 0.844 2.917
C 5.046 0.214 -1.183
C -3.320 0.629 2.286
C 2.542 -0.425 -2.453
C -2.258 1.445 2.874
H -4.712 2.399 3.941
H -2.400 -1.896 3.124
H 0.186 1.764 -6.186
H 2.589 -0.707 -1.403
H -1.884 -4.716 2.058
H -0.539 -4.227 4.145
N 0.780 1.575 -5.393
O 5.820 0.010 -3.402
H 2.160 1.517 -1.604
H -2.985 -3.384 3.875
H -2.395 1.218 -2.359
H 0.323 -1.284 -0.077
N -1.186 1.482 -4.120
H -1.419 -0.968 0.058
C -1.540 -3.707 2.288
C -1.435 1.254 -2.841
H 0.459 -4.426 2.716
H -1.001 1.320 -0.171
```

Results
multiplicity	1
E_LUMO	-3.084	eV
HOMO	-12.713	eV
net charge	+1

natural (NBO) population analysis, charges in e, atoms 1 to 4: number 1, O, carries -0.50; number 2, H, carries 0.22; number 3, H, carries 0.28; number 4, H, carries 0.26

Entry 4:
# C30H75BCdF4KN5O4S

A molecular structure, C30H75BCdF4KN5O4S (ωB97M-V/def2-TZVPD, OMol25).

XYZ file:
```
122
C30H75BCdF4KN5O4S ωB97M-V/def2-TZVPD
H -0.771 5.189 1.291
B -2.559 -0.191 0.538
C -3.408 -0.882 -5.712
H 1.485 -6.055 5.051
C 0.176 2.123 4.251
H -5.518 -0.346 -6.160
H 2.157 3.546 -1.956
H -3.043 2.804 -3.998
H -0.447 -2.052 -6.117
H 3.840 2.423 1.848
H 3.369 -1.733 -4.905
H -0.470 -0.720 -5.066
C 3.463 -1.271 -3.922
H 4.223 -2.278 5.084
H 4.916 -2.810 6.546
H -2.765 1.080 3.017
H 0.228 2.043 1.989
H 3.799 -2.013 -3.197
H -0.260 -3.509 -1.561
H 5.035 2.340 -1.689
C 1.396 -2.503 4.606
N 1.182 -1.644 -3.147
H 2.502 0.520 1.824
O -0.641 3.229 -0.405
C 3.229 3.674 -2.106
H 2.827 -3.992 7.208
H 3.695 1.499 -2.206
H -4.948 2.077 3.538
C -4.447 -1.664 -3.586
H 3.565 3.823 0.705
H -0.390 -3.992 6.246
H 3.553 4.504 -1.478
H -4.393 -1.583 -2.500
H -0.591 2.129 5.025
H 1.748 0.058 -4.288
F -1.399 0.469 0.390
C -0.458 4.875 2.287
F -2.452 -0.928 1.716
H 0.876 -3.455 -0.250
H -0.896 -2.464 4.568
H 5.869 3.653 1.624
H 0.747 3.049 4.316
H -4.286 3.244 2.284
O -2.127 2.123 -1.423
H -0.250 -6.303 5.161
H 2.105 -3.408 -2.417
H -3.632 0.840 -2.815
H -5.175 -2.029 -6.143
H -0.154 -0.900 4.998
H -3.881 2.055 -5.500
H 0.464 4.297 2.225
C 3.953 2.340 -1.562
H 3.494 -1.658 6.441
H 0.835 1.283 4.473
H 2.250 -0.113 -2.594
C 3.950 -2.585 6.093
C -1.546 4.120 3.050
H -5.090 0.873 -3.778
H 1.301 -3.137 -4.730
C 0.533 -2.901 -1.125
Cd -2.198 2.437 0.541
H -2.727 -0.134 -6.117
C 0.630 -2.428 -4.245
C 5.497 3.136 0.739
H 1.529 1.343 -0.966
H -2.746 -1.743 -5.811
H 5.787 3.809 -0.068
H 3.280 -4.553 5.581
C -0.418 1.908 2.856
C -4.012 0.714 -3.829
H 2.607 -0.523 0.380
H -2.326 1.572 -4.828
H -2.873 -3.149 -3.645
N -3.601 -0.632 -4.257
C 0.184 -1.524 -5.402
N -1.628 2.648 2.702
C 2.088 1.570 -0.059
C 0.522 -5.543 5.042
H 1.056 0.052 1.262
C 4.003 2.836 0.853
C -4.160 2.778 3.262
C 2.135 -0.637 -3.543
H -2.497 1.872 4.510
C 0.605 -4.422 6.136
H 0.852 -4.807 7.126
H 1.534 -3.260 3.834
H 1.116 -1.133 -5.811
K -1.156 -0.305 -2.418
N 3.561 1.934 -0.221
C -4.749 -1.069 -6.433
H -0.244 5.657 3.016
F -2.792 -1.082 -0.465
H -4.112 3.608 3.968
H -3.994 -3.471 -4.886
H 2.342 -1.977 -1.436
H -0.195 -3.079 -3.960
H 0.271 -5.081 4.087
H 4.322 -0.600 -3.930
F -3.544 0.718 0.497
C -2.785 2.068 3.477
O -1.426 4.175 -2.457
H -0.072 -1.506 3.435
O -0.111 2.051 -2.507
H -1.495 4.302 4.124
N 1.558 -3.365 5.789
S -1.017 2.921 -1.773
H -0.038 -2.086 -0.681
H 6.025 2.189 0.636
H 1.502 2.388 0.359
C 1.616 -2.503 -2.056
C 2.046 0.275 0.865
C -3.327 1.922 -4.571
C -0.006 -1.842 4.469
H -2.499 4.569 2.774
H -4.418 -3.768 -3.237
H 2.226 -1.798 4.573
C 2.914 -3.705 6.160
H -4.601 -1.153 -7.509
H -5.500 -1.491 -3.808
H -0.712 0.859 2.865
C -3.930 -3.041 -3.886
H 3.331 3.941 -3.158
```

Results
multiplicity	1
E_LUMO	0.100	eV
HOMO	-7.710	eV
net charge	0

Mulliken population analysis, charges in e, atoms 1 to 4: number 1, H, carries 0.36; number 2, B, carries 0.09; number 3, C, carries -0.82; number 4, H, carries 0.27

Entry 5:
# C8H8O

A molecular structure, C8H8O (ωB97M-V/def2-TZVPD, OMol25).

XYZ file:
```
17
C8H8O ωB97M-V/def2-TZVPD
H -0.465 2.461 -0.030
C -2.411 1.789 -0.097
C -1.591 -1.201 -0.025
O 0.852 -0.071 0.047
H -2.893 2.777 -0.367
C -2.735 -0.620 0.050
C 1.904 0.878 0.016
C -0.974 1.608 0.114
C -1.060 -2.555 0.038
H -0.891 -3.016 1.121
H -0.126 -2.491 -0.505
H 2.687 0.313 -0.691
H -1.601 -3.146 -0.626
H 2.216 0.975 0.971
C -0.412 0.358 0.162
H 1.648 1.837 -0.513
C -3.116 0.652 -0.098
```

Results
multiplicity	3
E_LUMO (spin up / spin down)	0.752 / -1.888	eV
HOMO (spin up / spin down)	-6.305 / -7.824	eV
net charge	0

natural (NBO) population analysis, charges in e, atoms 1 to 4: number 1, H, carries 0.21; number 2, C, carries -0.22; number 3, C, carries 0.04; number 4, O, carries -0.50

Entry 6:
# C6H7O3S

2 unconnected molecules or ions with the total composition C6H7O3S (ωB97M-V/def2-TZVPD, OMol25).

XYZ file:
```
17
C6H7O3S ωB97M-V/def2-TZVPD
H 0.313 -2.021 0.601
C -2.035 -0.419 0.854
H 1.610 -3.187 1.217
C 1.502 -0.568 -1.870
C 1.172 -2.195 1.171
O -1.983 -1.172 1.830
H 1.039 -2.054 2.155
H -2.215 -2.091 -0.756
S 2.526 -0.939 0.748
H -2.177 1.312 -0.015
C -2.046 -0.981 -0.519
H 1.058 -0.478 -2.737
O -2.033 0.909 0.925
O -1.674 1.090 -1.671
C -1.969 -0.140 -1.625
H -2.093 -0.582 -2.648
C 2.097 -0.829 -0.837
```

Results
multiplicity	1
E_LUMO	3.065	eV
HOMO	-3.760	eV
net charge	-1

natural (NBO) population analysis, charges in e, atoms 1 to 4: number 1, H, carries 0.26; number 2, C, carries 0.76; number 3, H, carries 0.20; number 4, C, carries -0.19

Entry 7:
# C39H51I2MoN3OP2

A molecular structure, C39H51I2MoN3OP2 (ωB97M-V/def2-TZVPD, OMol25).

XYZ file:
```
99
C39H51I2MoN3OP2 ωB97M-V/def2-TZVPD
C 3.957 1.154 2.223
C -0.861 -1.207 3.273
H -1.653 0.707 -2.142
H 3.394 4.541 -4.274
C 2.557 0.418 -2.915
H -3.850 -2.108 0.076
H -3.329 2.861 -0.752
C 2.905 3.714 -4.791
C 3.128 -1.729 -0.685
C -1.146 -2.536 5.285
C -1.251 -1.864 -2.345
C 2.594 -4.051 -0.224
C -2.735 -1.591 -2.624
C -1.122 4.919 -1.158
C -1.843 1.760 -1.911
H -2.665 -5.089 0.422
H 3.746 -5.509 0.842
H -1.331 -3.988 -2.817
O -0.258 -0.981 2.107
N 1.614 1.220 1.736
C -2.577 -0.644 4.878
H -0.988 2.632 -3.721
C -3.215 -2.416 0.909
H -0.833 -3.361 5.909
H -1.300 2.342 1.866
I 1.218 -3.370 3.549
H 1.220 3.598 1.066
H -1.297 -3.309 1.280
H -3.781 -3.124 1.515
C 1.641 0.740 -1.909
H -2.169 4.739 -1.390
P -0.378 2.140 -0.828
C 1.463 2.965 -2.869
C -0.761 -3.104 -3.091
H 1.026 3.954 -2.875
H 2.960 -0.583 -2.974
C -2.234 0.849 2.875
P -0.916 -1.834 -0.514
H -3.002 -1.547 1.530
C -0.478 -2.264 4.107
C 2.440 2.670 -3.816
N -1.003 1.488 2.322
H 2.063 4.128 -5.348
C -1.956 2.512 -3.236
H -0.901 -2.939 -4.161
C 0.773 4.345 0.410
H -1.292 3.783 0.624
H -3.316 -2.508 -2.526
H -0.107 2.928 3.605
H -1.053 5.897 -0.682
C 1.768 -1.408 -0.689
H 3.874 -0.962 -0.847
C -0.042 1.858 3.393
C -1.907 -0.371 3.698
C 3.058 -5.461 -0.004
C 0.821 -2.419 -0.436
H 1.493 4.570 -0.378
H -0.567 4.969 -2.091
C 2.945 1.373 -3.838
H -0.303 1.336 4.312
C -2.252 -4.391 -0.308
H 4.967 1.030 1.859
C -2.216 -1.732 5.659
N 1.242 -0.112 -0.884
C 1.376 1.524 3.026
H -2.765 1.562 3.511
H 3.598 -5.823 -0.880
H -0.653 -1.014 -2.695
C 1.246 -3.718 -0.190
H 2.226 -6.135 0.189
C -0.559 3.878 -0.189
H -3.156 -0.847 -1.943
C 3.698 1.374 3.571
H -2.885 0.606 2.031
H 0.617 5.257 0.987
H -3.976 1.509 -1.673
H 4.579 -3.274 -0.476
H 0.522 -4.493 0.027
H -3.390 -0.005 5.200
H -2.413 3.491 -3.112
H 2.144 1.793 5.000
H 3.061 0.915 0.294
I -3.246 -2.139 7.437
C -1.926 -3.083 0.412
H 0.297 -3.296 -2.921
H -3.005 -4.247 -1.083
Mo 0.017 0.220 0.686
C 2.897 1.079 1.349
C -3.124 1.839 -1.077
H -2.865 -1.230 -3.644
H -2.590 1.935 -3.909
C 3.522 -3.034 -0.467
H -3.060 1.192 -0.196
H 4.504 1.396 4.292
H -1.382 -4.865 -0.757
H 3.668 1.102 -4.597
H 3.615 3.297 -5.502
C 2.387 1.582 3.967
C 1.048 2.020 -1.940
```

Results
multiplicity	3
E_LUMO (spin up / spin down)	-6.539 / -6.548	eV
HOMO (spin up / spin down)	-12.579 / -12.579	eV
net charge	+2

Mulliken population analysis, charges in e, atoms 1 to 4: number 1, C, carries -1.20; number 2, C, carries 0.03; number 3, H, carries -1.18; number 4, H, carries 0.33

Entry 8:
# C3H11N3O

2 unconnected molecules or ions with the total composition C3H11N3O (ωB97M-V/def2-TZVPD, OMol25).

XYZ file:
```
18
C3H11N3O ωB97M-V/def2-TZVPD
H 2.105 1.366 0.200
H -5.651 0.200 -0.538
H 4.154 -0.827 -0.029
O -2.569 -0.039 0.386
H 1.632 -1.193 -0.992
N 3.833 0.147 -0.298
C 1.370 -0.503 -0.262
N 0.193 -0.525 0.239
H -3.990 -1.490 0.146
H -4.364 1.407 -0.360
H 3.931 0.180 -1.424
H 2.412 0.203 1.281
H -1.753 -0.557 0.552
H 0.147 0.219 0.934
C 2.453 0.351 0.219
N -4.603 0.485 -0.177
C -3.788 -0.422 0.191
H 4.488 0.999 -0.066
```

Results
multiplicity	1
E_LUMO	-6.684	eV
HOMO	-18.629	eV
net charge	+2

natural (NBO) population analysis, charges in e, atoms 1 to 4: number 1, H, carries 0.27; number 2, H, carries 0.48; number 3, H, carries 0.48; number 4, O, carries -0.64